1.
Density functional theory data (ωB97M-V/def2-TZVPD) for a molecular structure, C47H58BrIKN4O8PS4 in a non-equilibrium geometry.

ORCA input file:
```
! RIJCOSX wB97M-V def2-TZVPD def2/J DEFGRID3
* xyz -2 1
K -0.77038 -0.33990 -0.29660
C -1.73186 -1.96472 7.11868
C -1.23339 -2.67225 5.88026
C -1.23761 -4.07740 5.73732
C -0.91960 -4.69289 4.56474
C -0.39589 -3.92984 3.54911
C -0.21372 -2.54887 3.69880
C -0.73423 -1.88508 4.82726
S -0.14067 -4.70201 1.92209
O -0.57644 -6.12883 2.05002
O -0.97576 -3.84838 1.02331
N 2.45173 -3.91896 -0.63700
C 1.87714 -4.73746 -1.49215
C 2.01302 -6.15983 -1.23358
C 1.56760 -7.14058 -2.14142
C 0.90508 -6.75216 -3.30129
C 0.57178 -5.36362 -3.50043
C -0.35010 -4.94653 -4.49567
C -0.52883 -3.60786 -4.69499
C 0.13341 -2.67597 -3.88757
N 0.87542 -3.00188 -2.84506
C 1.10510 -4.33813 -2.62279
H -1.68969 -2.53214 8.08271
H -2.82094 -1.75636 6.97263
H -1.20065 -0.99896 7.28035
H -1.69418 -4.62978 6.54966
H -1.07795 -5.74616 4.36947
H 0.27571 -1.98573 2.88531
H -0.75205 -0.78510 4.88657
H 2.46939 -6.45831 -0.32475
H 1.69562 -8.18889 -1.88474
H 0.43135 -7.52128 -3.94650
H -0.82640 -5.67775 -5.14633
H -1.13953 -3.18908 -5.47272
H 0.03260 -1.63349 -4.03230
S -3.79479 -2.82353 -3.89033
C -3.31391 -1.43777 -4.74851
N -2.10208 -0.93391 -4.76940
C -1.96336 0.19525 -5.50590
C -0.66308 0.83156 -5.63642
C -0.53505 1.85433 -6.52920
C -1.64344 2.32144 -7.28839
C -2.90925 1.74064 -7.05549
C -3.10124 0.61635 -6.27044
S -4.45499 -0.38987 -5.84142
H 0.21011 0.40925 -5.08638
H 0.43528 2.23129 -6.76860
H -1.47483 3.08471 -8.07337
H -3.77660 2.10272 -7.59255
O -2.49177 -2.29930 -1.29638
H -2.69479 -2.26573 -2.25036
H -2.68456 -3.17657 -0.98124
O -1.37264 0.04743 2.38571
H -2.02857 -0.52194 2.85095
H -1.98064 0.61051 1.86431
O 2.02615 -2.71115 -0.97350
O 1.56072 -2.04541 0.04325
O -5.19949 1.50874 1.40583
S -4.22701 1.86106 0.34891
N -2.78301 1.68166 0.29397
Br -5.82385 0.06444 4.99608
C -6.24754 -1.81351 4.82217
C -6.96330 -2.40527 5.88488
C -7.14638 -3.80063 5.97678
C -6.62109 -4.57875 4.94297
C -6.10104 -4.03633 3.81631
C -5.89555 -2.64839 3.76209
I -5.34229 -1.75615 2.00966
H -7.36201 -1.70424 6.66348
H -7.79350 -4.23447 6.76181
H -6.68403 -5.65705 4.90975
H -5.80998 -4.61492 2.95284
O 1.30979 1.40751 -0.57438
P 1.81311 2.73802 -0.08459
C 0.49819 4.07254 -0.35764
C -0.49691 3.75329 -1.52754
C -0.28322 4.50689 -2.84099
C -0.02717 6.00384 -2.66163
C 1.09273 6.29040 -1.65409
C 0.81622 5.61149 -0.29099
C 2.09147 2.71065 1.75523
C 2.40607 1.31329 2.31754
C 2.63417 1.38886 3.84177
C 3.63069 2.46397 4.33130
C 4.17786 3.26249 3.13318
C 2.99044 3.86374 2.37373
C 3.24856 3.23854 -1.07460
C 4.62337 2.94239 -0.40677
C 5.74488 2.82731 -1.51125
C 5.48727 1.59637 -2.35833
C 3.95907 1.41603 -2.59238
C 3.18512 2.72468 -2.49520
H -0.09903 3.95550 0.55199
H -1.50974 3.99698 -1.14683
H -0.59435 2.67323 -1.74513
H -1.14443 4.38963 -3.48310
H 0.56942 4.03052 -3.37089
H -0.94463 6.44004 -2.16692
H 0.19558 6.56118 -3.55756
H 1.12196 7.37215 -1.51771
H 2.13398 6.00306 -1.94299
H -0.08217 6.07742 0.23052
H 1.63060 5.79358 0.41507
H 1.09208 2.96294 2.14125
H 3.22183 0.82549 1.77929
H 1.53951 0.63682 2.18647
H 2.96955 0.41754 4.17217
H 1.62637 1.54837 4.29420
H 4.41316 1.96663 4.91303
H 3.07110 3.12908 5.01972
H 4.78721 2.62617 2.51205
H 4.80960 4.09172 3.47886
H 3.34902 4.53691 1.60075
H 2.42865 4.46135 3.10111
H 3.13141 4.34631 -1.13501
H 4.51795 1.98756 0.17471
H 4.89359 3.74477 0.29995
H 6.70602 2.72498 -0.95473
H 5.82780 3.72225 -2.09288
H 5.88072 0.70377 -1.82895
H 5.95535 1.57576 -3.39671
H 3.48693 0.81239 -1.82480
H 3.65269 0.93593 -3.55488
H 2.17101 2.60692 -2.85861
H 3.64793 3.44042 -3.19199
*
```

Summary:
HOMO (spin up / spin down) ... -1.6 / -1.6 eV

2.
Density functional theory data (ωB97M-V/def2-TZVPD) for C5H11N3 in the gas phase in a non-equilibrium geometry.

ORCA input file:
```
! RIJCOSX wB97M-V def2-TZVPD def2/J DEFGRID3
* xyz 0 1
C 1.67060 1.36472 2.14153
C 0.28571 0.83949 -0.74762
C -1.07522 0.59042 -0.11248
C -1.75872 -0.80275 -0.44872
C -0.78878 -1.90238 -0.59147
H 1.91231 0.96457 3.22708
H 2.47906 2.08768 1.93910
H 0.63267 1.71348 2.04986
H 2.40965 -0.35923 1.20188
H 0.30767 1.37609 -1.68911
H -1.66268 1.48831 -0.45677
H -0.95710 0.61167 0.98632
H -2.70466 -0.89248 0.01585
H -1.17924 -2.85548 -0.01701
H 0.29233 -1.80383 -0.65417
H -0.92099 -0.77445 -2.43518
N 1.52464 0.26106 1.19531
N 1.41110 0.82233 -0.17118
N -1.59438 -1.38244 -1.82631
*
```

Summary:
HOMO ... -8.5 eV
SMILES string ... CN/N=C\C[C@@H]1CN1